# 1
Here is C15H13BrNOSSnTe as an isolated structure from OMol25. Energies are from ωB97M-V/def2-TZVPD.

Total charge: +1
M (g/mol): 581.56
E_HOMO (eV): -11.11
Gap between HOMO and LUMO (eV): 7.424

Atoms and positions in Å:
Sn: 1.176 -0.428 -0.369
C: 0.643 -3.335 -2.474
C: 1.902 -2.749 -2.420
C: 2.217 -1.693 -3.277
C: 1.276 -1.239 -4.191
C: 0.020 -1.832 -4.245
C: -0.300 -2.873 -3.384
H: 0.407 -4.165 -1.820
H: 2.642 -3.127 -1.724
H: 3.197 -1.233 -3.235
H: 1.526 -0.435 -4.870
H: -0.707 -1.489 -4.969
H: -1.275 -3.338 -3.435
O: -2.889 4.349 1.049
C: -1.998 3.377 0.860
C: -1.009 3.045 1.790
C: -0.148 2.015 1.497
N: -0.217 1.323 0.351
C: -1.153 1.671 -0.528
Br: -1.117 0.664 -2.135
C: -2.074 2.670 -0.345
H: -2.755 4.789 1.902
H: -0.916 3.575 2.727
H: 0.628 1.720 2.192
H: -2.819 2.910 -1.087
Te: -0.442 -2.264 0.887
C: 0.187 -1.167 2.561
C: -0.528 -0.586 3.569
C: 0.292 0.119 4.488
C: 1.614 0.092 4.157
S: 1.875 -0.882 2.778
H: -1.603 -0.647 3.646
H: -0.088 0.624 5.362
H: 2.436 0.535 4.692

Force components x, y, z for each atom (eV/Å):
Sn 0.22 0.07 0.04
C -0.05 0.01 0.00
C 0.05 0.12 -0.04
C -0.01 -0.09 0.10
C -0.01 0.00 0.00
C -0.01 0.00 -0.02
C 0.01 -0.02 0.00
H 0.00 -0.02 0.00
H 0.00 0.01 -0.03
H 0.01 -0.05 -0.03
H 0.01 0.03 -0.02
H -0.02 0.01 -0.02
H -0.02 -0.01 0.00
O 0.06 0.03 0.12
C -0.03 0.02 -0.02
C -0.04 -0.06 -0.10
C -0.01 0.00 0.06
N -0.05 0.06 -0.08
C -0.08 0.02 -0.09
Br 0.00 0.01 0.07
C 0.16 -0.06 0.17
H -0.04 -0.04 -0.12
H -0.01 0.03 0.03
H 0.01 0.00 0.02
H -0.04 0.03 -0.03
Te -0.07 -0.14 0.01
C -0.07 -0.13 0.10
C -0.05 -0.01 -0.20
C 0.12 0.12 -0.04
C -0.06 -0.02 0.17
S 0.02 0.09 -0.13
H -0.05 -0.03 -0.01
H -0.01 0.03 0.06
H 0.08 0.00 0.02



# 2
Here is C15H13ClF3N3ORhS5 as an isolated structure from OMol25. Energies are from ωB97M-V/def2-TZVPD.

Total charge: -1
M (g/mol): 606.98
E_HOMO (eV): -4.08
ΔE to the lowest compared entry with this formula, charge and spin (kJ/mol): 56.90
Gap between HOMO and LUMO (eV): 6.143

Atoms and positions in Å:
Rh: 0.294 -0.030 0.243
O: 4.457 5.330 0.161
C: 3.733 4.368 0.081
S: 1.967 4.455 0.189
C: 1.660 2.745 -0.031
C: 2.735 1.938 -0.165
S: 2.596 0.215 -0.447
S: 4.307 2.707 -0.127
S: 0.010 2.170 -0.097
Cl: -3.928 -5.713 -0.324
C: -3.351 -4.058 -0.293
C: -2.931 -3.452 -1.462
C: -2.474 -2.143 -1.416
C: -2.388 -1.430 -0.214
C: -1.825 -0.077 -0.158
C: -2.847 -2.075 0.944
C: -3.331 -3.367 0.910
H: -2.963 -3.996 -2.397
H: -2.154 -1.665 -2.336
H: -2.287 0.486 0.650
H: -1.871 0.450 -1.109
H: -2.801 -1.546 1.888
H: -3.677 -3.847 1.815
C: -0.909 -5.381 2.813
C: 0.431 -5.321 2.088
C: 0.500 -4.222 1.066
N: 0.295 -2.986 1.326
N: 0.484 -2.161 0.243
C: 0.815 -2.821 -0.840
N: 1.074 -2.247 -2.031
S: 0.909 -4.525 -0.597
H: -0.884 -6.143 3.594
H: -1.710 -5.628 2.119
H: -1.135 -4.418 3.269
H: 0.633 -6.274 1.595
H: 1.238 -5.153 2.805
H: 1.127 -1.238 -2.095
H: 1.336 -2.801 -2.821
F: 0.706 1.247 2.713
C: 0.258 0.078 2.195
F: 1.053 -0.855 2.786
F: -0.976 -0.103 2.779

Force components x, y, z for each atom (eV/Å):
Rh -0.09 -0.11 -1.02
O 0.01 -0.02 0.00
C -0.03 0.02 -0.02
S 0.08 -0.03 -0.03
C 0.11 -0.24 -0.01
C -0.43 -0.01 -0.23
S 0.01 0.24 0.61
S 0.01 0.04 -0.02
S 0.22 0.44 0.03
Cl 0.02 0.00 -0.01
C -0.03 0.02 0.07
C -0.01 -0.03 0.00
C 0.12 -0.02 0.06
C -0.09 -0.19 -0.13
C 0.53 -0.02 0.92
C 0.04 0.12 -0.08
C 0.01 -0.12 -0.05
H -0.02 0.00 0.00
H 0.02 0.01 0.01
H -0.10 0.22 -0.17
H -0.22 0.00 -0.04
H 0.02 0.00 0.00
H -0.02 -0.03 0.02
C -0.02 0.05 0.01
C 0.00 0.01 -0.06
C -0.16 0.05 0.19
N 0.04 0.01 -0.17
N 0.02 -0.38 0.04
C 0.03 0.16 0.02
N -0.28 0.02 -0.11
S 0.08 -0.04 -0.08
H 0.01 0.01 0.00
H -0.06 0.01 -0.04
H 0.00 0.00 -0.01
H 0.03 0.00 0.01
H 0.01 -0.01 -0.01
H 0.19 -0.01 0.09
H 0.05 -0.01 0.01
F 0.00 0.18 -0.14
C -0.24 -0.27 0.47
F 0.04 -0.06 -0.04
F 0.07 0.01 -0.08



# 3
Here is C15H13ClIN2O6Ru as an isolated structure from OMol25. Energies are from ωB97M-V/def2-TZVPD.

Total charge: 0
M (g/mol): 580.70
2S+1: 6
E_HOMO (alpha / beta) (eV): -6.41 / -9.29
ΔE to the lowest compared entry with this formula, charge and spin (kJ/mol): 17.19
Gap between HOMO and LUMO (alpha / beta) (eV): 6.530 / 6.307

Atoms and positions in Å:
Ru: -0.007 -0.262 0.030
O: -0.388 0.376 -2.420
C: -0.957 1.668 -2.198
C: -0.067 2.502 -1.297
N: 0.071 1.902 0.054
C: 1.429 2.166 0.579
C: 2.416 1.226 -0.146
O: 3.482 1.627 -0.550
O: 1.972 -0.003 -0.245
C: -0.965 2.403 0.969
C: -0.998 1.560 2.290
O: -1.494 2.100 3.260
O: -0.517 0.381 2.174
H: 0.448 0.463 -2.895
H: -1.929 1.485 -1.740
H: -1.112 2.191 -3.145
H: -0.463 3.517 -1.216
H: 0.926 2.565 -1.751
H: 1.455 1.909 1.638
H: 1.721 3.208 0.452
H: -1.949 2.288 0.512
H: -0.800 3.451 1.226
Cl: -3.689 -5.976 0.017
C: -3.177 -4.346 0.030
C: -4.172 -3.340 0.030
C: -3.806 -2.035 0.008
I: -5.175 -0.468 -0.006
C: -2.401 -1.667 -0.004
O: -2.041 -0.432 -0.067
C: -1.421 -2.695 0.040
N: -0.117 -2.284 0.065
C: 0.878 -3.234 0.076
C: 0.595 -4.560 0.057
C: -0.754 -5.009 0.040
C: -1.779 -4.061 0.039
H: -5.212 -3.630 0.046
H: 1.888 -2.851 0.111
H: 1.400 -5.280 0.066
H: -0.983 -6.064 0.037

Force components x, y, z for each atom (eV/Å):
Ru 0.63 1.02 0.88
O -0.07 -0.08 0.23
C 0.00 0.19 -0.02
C -0.07 -0.15 -0.15
N 0.03 0.02 -0.19
C 0.34 -0.24 -0.17
C 0.00 0.86 0.27
O -0.14 -0.26 0.03
O -0.48 -0.65 -0.13
C -0.10 -0.43 0.71
C -0.35 0.97 -0.54
O 0.15 -0.34 -0.01
O 0.43 -0.67 -0.52
H 0.05 0.00 0.00
H 0.00 -0.01 -0.01
H -0.01 -0.04 -0.01
H 0.05 0.04 0.04
H 0.00 0.03 0.03
H -0.09 0.03 0.02
H -0.03 0.01 -0.05
H 0.05 0.04 -0.10
H 0.03 0.03 -0.10
Cl -0.03 -0.01 0.01
C 0.18 -0.02 0.00
C -0.10 0.23 -0.01
C -0.33 0.29 0.01
I 0.10 -0.29 0.01
C -0.05 0.09 -0.04
O -0.21 -0.43 -0.15
C 0.13 -0.02 -0.01
N -0.32 -0.11 -0.05
C 0.19 -0.13 0.02
C -0.03 0.04 0.02
C -0.07 0.03 0.00
C 0.12 -0.11 0.01
H 0.01 -0.02 -0.02
H -0.02 0.03 -0.04
H 0.04 0.04 0.01
H -0.01 0.00 -0.01



# 4
Here is C15H13ClMoNO9S as an isolated structure from OMol25. Energies are from ωB97M-V/def2-TZVPD.

Total charge: +1
M (g/mol): 514.73
2S+1: 3
E_HOMO (alpha / beta) (eV): -11.63 / -11.84
ΔE to the lowest compared entry with this formula, charge and spin (kJ/mol): 0.00
Gap between HOMO and LUMO (alpha / beta) (eV): 5.982 / 6.562

Atoms and positions in Å:
Mo: -1.750 -0.814 -1.144
O: 5.482 -0.105 -2.198
C: 4.488 -0.086 -1.561
O: 4.012 0.222 -0.375
C: 3.029 -0.318 -1.460
C: 2.459 -1.634 -1.149
C: 1.131 -1.810 -1.117
N: 0.221 -0.799 -1.384
C: 0.757 0.402 -1.841
C: 2.061 0.680 -1.921
C: -0.337 1.371 -2.169
O: -0.228 2.534 -2.368
O: -1.514 0.689 -2.070
H: 3.126 -2.459 -0.942
H: 0.699 -2.778 -0.897
H: 2.401 1.626 -2.321
O: -3.998 -3.086 0.199
Cl: -4.000 -2.455 -1.060
O: -5.100 -2.763 -1.851
O: -3.880 -0.983 -0.831
O: -2.730 -2.721 -1.763
C: 1.229 3.665 0.713
C: 0.674 2.326 1.080
C: -0.688 2.060 0.910
C: -1.226 0.812 1.191
C: -0.374 -0.183 1.696
C: 0.976 0.063 1.879
C: 1.491 1.317 1.586
S: -0.920 -1.870 1.783
C: -2.434 -1.803 2.741
O: -1.496 -2.033 0.331
H: 0.600 4.469 1.095
H: 1.241 3.762 -0.377
H: 2.242 3.797 1.086
H: -1.340 2.853 0.563
H: -2.307 0.706 1.213
H: 1.626 -0.723 2.244
H: 2.547 1.503 1.729
H: -3.092 -1.029 2.354
H: -2.177 -1.625 3.784
H: -2.901 -2.779 2.622

Force components x, y, z for each atom (eV/Å):
Mo -1.59 -2.94 0.07
O 0.09 0.11 0.38
C -0.80 -0.33 -0.72
O 0.41 0.32 0.69
C 0.20 -0.21 -0.37
C -0.01 0.22 0.01
C 0.08 -0.28 0.05
N 0.49 0.20 -0.38
C -0.10 0.03 0.09
C -0.01 0.00 -0.04
C 1.50 0.44 -0.05
O -0.36 -0.18 -0.15
O -0.36 2.34 -1.06
H -0.04 -0.04 -0.02
H 0.01 0.01 0.01
H -0.07 0.03 0.03
O -0.21 -0.23 0.01
Cl -0.93 -0.82 0.85
O -0.27 0.06 -0.42
O 0.26 1.03 0.12
O 1.15 0.45 -0.62
C -0.03 0.03 -0.11
C 0.14 -0.14 0.11
C -0.14 -0.10 -0.04
C -0.02 0.30 0.62
C 0.01 -0.15 0.03
C -0.01 -0.27 0.08
C -0.08 0.17 -0.08
S -0.19 0.84 0.16
C 0.07 -0.10 -0.09
O 0.62 -0.70 1.10
H 0.02 0.00 0.03
H 0.03 0.02 0.01
H 0.00 0.01 0.00
H -0.02 -0.02 -0.01
H 0.02 -0.13 -0.20
H 0.03 0.02 -0.05
H 0.01 -0.01 -0.01
H 0.04 0.03 -0.01
H 0.09 0.01 -0.02
H 0.00 -0.01 0.03



# 5
Here is C15H13F3N4 in the gas phase from OMol25. Energies are from ωB97M-V/def2-TZVPD.

Total charge: 0
SMILES: FC(F)(F)c1cnc(Nc2ccc(C=C3CNC3)cc2)nc1
M (g/mol): 306.29
E_HOMO (eV): -7.75
ΔE to the lowest compared entry with this formula, charge and spin (kJ/mol): 5.95
Gap between HOMO and LUMO (eV): 8.073

Atoms and positions in Å:
F: 4.322 5.381 -1.991
F: 4.276 5.627 0.207
F: 6.018 4.594 -0.759
N: 4.049 1.120 -0.562
N: 2.014 2.217 -0.305
C: -2.694 -2.898 0.186
C: -3.977 -2.432 0.422
C: 2.747 1.128 -0.392
C: 4.672 2.292 -0.684
C: 2.643 3.386 -0.451
C: -0.220 -2.772 0.191
C: -1.402 -0.682 -0.075
C: 1.003 -2.094 0.137
C: -0.184 -0.019 -0.169
C: -1.453 -2.098 0.069
C: 1.038 -0.721 -0.117
C: 3.992 3.476 -0.649
N: 2.319 -0.129 -0.155
N: -5.804 -1.897 1.124
C: 4.634 4.816 -0.802
C: -4.585 -1.122 0.739
C: -5.257 -3.179 0.628
H: -2.550 -3.956 0.064
H: 5.741 2.317 -0.874
H: 2.079 4.284 -0.370
H: -0.165 -3.853 0.310
H: -2.334 -0.120 -0.221
H: 1.918 -2.637 0.155
H: -0.195 1.066 -0.282
H: 3.124 -0.717 -0.079
H: -5.908 -1.909 2.127
H: -4.114 -0.568 1.561
H: -4.782 -0.431 -0.079
H: -5.753 -3.444 -0.274
H: -5.211 -4.027 1.374

Force components x, y, z for each atom (eV/Å):
F 0.43 0.20 0.90
F 0.45 0.24 -0.71
F -1.54 1.20 -0.13
N 2.80 1.02 -0.54
N -1.20 1.12 -0.19
C -2.16 1.78 0.21
C 4.42 -1.97 -1.45
C 0.16 0.09 0.72
C 0.26 -1.20 -0.40
C -0.51 -1.17 0.18
C 0.37 0.51 -0.14
C -0.03 -1.08 -0.37
C -1.36 0.35 -0.76
C 0.17 0.39 -0.11
C 0.30 0.32 0.49
C -0.30 0.15 0.94
C -0.20 0.81 -0.04
N -1.58 -0.30 -0.17
N -1.23 0.82 0.59
C 1.15 -1.59 -0.01
C -0.53 -0.12 0.71
C 0.77 0.06 1.43
H -0.10 -0.40 0.07
H -0.06 -0.40 0.19
H -0.73 0.46 0.04
H -0.31 0.20 0.03
H 0.49 -0.21 0.24
H 0.59 -0.43 0.21
H 0.18 -0.38 -0.03
H 0.00 -0.60 -0.10
H -0.13 0.04 0.11
H 0.01 -0.04 -0.12
H 0.03 -0.02 -0.18
H -0.44 -0.63 -0.72
H -0.18 0.81 -0.88



# 6
Here is C15H14BiN5O4S2Se2 as an isolated structure from OMol25. Energies are from ωB97M-V/def2-TZVPD.

Total charge: 0
M (g/mol): 759.34
E_HOMO (eV): -8.31
ΔE to the lowest compared entry with this formula, charge and spin (kJ/mol): 0.00
Gap between HOMO and LUMO (eV): 7.885

Atoms and positions in Å:
Bi: -0.157 -0.177 -0.118
Se: 2.689 1.167 0.808
Se: 2.377 1.669 3.074
C: 1.159 0.306 3.686
C: 1.136 0.084 5.063
C: 0.263 -0.864 5.560
C: -0.547 -1.567 4.677
C: -0.448 -1.271 3.333
N: 0.383 -0.347 2.842
C: 1.574 2.613 0.169
C: 2.097 3.879 -0.015
C: 1.240 4.889 -0.430
C: -0.095 4.596 -0.642
C: -0.532 3.295 -0.453
N: 0.294 2.326 -0.062
H: 1.795 0.636 5.719
H: 0.220 -1.060 6.623
H: -1.238 -2.324 5.020
H: -1.066 -1.794 2.608
H: 3.146 4.063 0.165
H: 1.617 5.892 -0.583
H: -0.796 5.354 -0.964
H: -1.558 2.998 -0.623
O: 3.218 -0.328 -1.706
S: 1.921 -0.867 -2.036
O: 1.767 -1.421 -3.348
O: 1.399 -1.775 -0.945
O: 0.880 0.339 -1.889
C: -3.801 -4.019 -2.600
N: -2.818 -2.952 -2.539
C: -2.199 -2.345 -3.607
C: -1.337 -1.430 -3.088
N: -1.427 -1.474 -1.720
C: -2.319 -2.396 -1.423
H: -4.179 -4.085 -3.616
H: -4.631 -3.800 -1.933
H: -3.352 -4.973 -2.328
H: -2.417 -2.625 -4.623
H: -0.641 -0.778 -3.586
H: -2.651 -2.667 -0.432
S: -4.367 1.047 1.642
C: -3.175 0.922 0.570
N: -2.304 0.820 -0.223

Force components x, y, z for each atom (eV/Å):
Bi -0.28 -0.24 -0.25
Se -0.02 0.00 0.17
Se 0.07 -0.03 -0.03
C -0.03 0.03 0.06
C 0.01 0.00 -0.04
C 0.00 0.01 -0.02
C 0.00 -0.01 0.05
C 0.02 0.04 -0.07
N 0.00 0.02 -0.10
C 0.00 0.02 -0.05
C -0.01 0.00 -0.01
C 0.01 -0.02 0.01
C 0.01 -0.02 -0.01
C 0.02 0.02 -0.03
N 0.04 -0.04 0.16
H 0.02 0.00 0.00
H 0.00 0.00 -0.01
H 0.00 0.02 0.00
H 0.00 0.02 0.02
H 0.00 0.00 0.00
H 0.00 0.00 0.00
H 0.00 0.00 0.01
H 0.00 0.00 0.01
O 0.02 0.04 -0.01
S 0.02 0.03 0.13
O -0.01 -0.06 -0.07
O 0.12 0.17 0.00
O -0.07 0.04 0.00
C 0.00 0.00 -0.01
N 0.02 0.04 0.02
C 0.03 0.01 0.02
C 0.00 -0.06 -0.04
N -0.01 -0.08 0.12
C -0.08 0.05 -0.03
H -0.01 0.01 0.00
H 0.00 0.00 0.01
H 0.00 0.00 0.00
H 0.00 0.01 0.02
H -0.01 -0.01 0.00
H 0.02 0.01 -0.03
S -0.03 0.00 0.02
C 0.08 -0.10 -0.02
N 0.06 0.12 0.00



| no. | F_max (Eh/bohr) | electronic energy (hartree) |
| --- | --- | --- |
| 1 | 0.0047 | -4163.70155 |
| 2 | 0.0206 | -3680.33719 |
| 3 | 0.0289 | -1993.08607 |
| 4 | 0.0650 | -2237.31250 |
| 5 | 0.0983 | -1097.98327 |
| 6 | 0.0087 | -6968.64517 |